(1)
61
Properties=species:S:1:pos:R:3 method="wB97M-V/def2-TZVPD" de_lowest_kcal_mol=20.1 lumo_energy_ev=2.4 charge=-1 total_energy_ev=-74037.735
Pb -0.2351 1.6063 1.6610
S 0.3106 -0.1310 3.8450
C 1.1803 0.5450 5.1146
S 1.9611 2.1563 4.9435
C 1.4352 -0.0931 6.3072
C 2.1376 0.5332 7.3976
N 2.6806 1.0176 8.2922
C 0.9546 -1.4296 6.5516
N 0.5872 -2.4960 6.7901
C 4.1243 0.7990 0.6863
C 2.8853 1.6682 0.6686
O 2.1890 1.6355 1.6904
C 2.6097 2.5005 -0.4911
C 3.4852 2.4555 -1.6019
C 3.3762 3.3179 -2.6591
C 2.3575 4.2956 -2.6295
C 1.4645 4.3484 -1.5957
C 1.5124 3.4235 -0.5033
O 0.5969 3.4670 0.3955
H 4.2030 0.3484 1.6718
H 5.0283 1.3658 0.4610
H 4.0158 0.0037 -0.0573
H 4.2689 1.7072 -1.6227
H 4.0648 3.2588 -3.4930
H 2.2776 5.0073 -3.4443
H 0.6660 5.0812 -1.5729
C -4.4761 0.4367 -4.3968
C -3.2405 -0.0995 -3.7097
C -1.9894 0.3795 -4.0880
C -0.8442 -0.0944 -3.4670
C -0.9255 -1.0697 -2.4890
C -2.1724 -1.5653 -2.1036
N -2.3101 -2.5902 -1.1596
C -1.2816 -3.1868 -0.4100
C -1.2042 -4.5764 -0.3466
C -0.1964 -5.1997 0.3741
C 0.7660 -4.4412 1.0272
C 0.6778 -3.0572 0.9878
C -0.3501 -2.4228 0.2977
C -0.5039 -0.9357 0.4941
O -1.6199 -0.4676 0.7950
O 0.5604 -0.2296 0.4190
C -3.3415 -1.0575 -2.6976
C -4.6796 -1.5566 -2.2116
H -4.1960 1.0652 -5.2424
H -5.0802 1.0441 -3.7158
H -5.1128 -0.3694 -4.7696
H -1.9163 1.1281 -4.8692
H 0.1283 0.2922 -3.7523
H -0.0217 -1.4445 -2.0277
H -3.1398 -3.1443 -1.2482
H -1.9475 -5.1680 -0.8708
H -0.1575 -6.2822 0.4148
H 1.5672 -4.9217 1.5765
H 1.3876 -2.4409 1.5285
H -4.6794 -1.6382 -1.1212
H -4.9272 -2.5439 -2.6240
H -5.4855 -0.8803 -2.4901
F 0.7502 4.5633 4.9815
B 0.5405 3.2466 4.9815
F -0.7162 2.8355 5.1277



(2)
68
Properties=species:S:1:pos:R:3 method="wB97M-V/def2-TZVPD" de_lowest_kcal_mol=68.7 lumo_energy_ev=-0.1 smiles="COc1ccc(NS(=O)(=O)c2cc(NC(=O)/C=C/c3ccccc3OC)ccc2N2CCCCC2)cc1" total_energy_ev=-55081.612
C -1.0065 5.2630 0.5413
O -0.5885 5.1272 -0.7950
C 0.2838 4.1246 -1.1027
C 0.8291 3.2281 -0.1907
C 1.6955 2.2371 -0.6174
C 2.0231 2.1083 -1.9608
N 2.8672 1.0771 -2.3847
S 2.7193 -0.4370 -1.6735
O 3.3457 -1.3539 -2.5808
O 3.2498 -0.3863 -0.3432
C 0.9372 -0.6189 -1.5355
C 0.4650 -0.7804 -0.2526
C -0.8945 -0.6684 0.0312
N -1.3047 -0.8515 1.3472
C -2.5656 -0.7605 1.8772
O -3.5501 -0.4520 1.2325
C -2.6526 -1.0548 3.3207
C -1.7786 -1.7723 4.0360
C -1.8857 -2.0962 5.4466
C -3.0749 -1.9828 6.1633
C -3.1395 -2.3111 7.5031
C -2.0040 -2.7632 8.1521
C -0.8075 -2.8896 7.4671
C -0.7332 -2.5632 6.1191
O 0.4045 -2.6455 5.3758
C 1.5879 -3.1026 5.9861
C -1.7598 -0.3502 -1.0136
C -1.2784 -0.2038 -2.2984
C 0.0786 -0.3523 -2.6062
N 0.5926 -0.2096 -3.8971
C -0.1995 0.5507 -4.8476
C 0.6809 0.9631 -6.0265
C 1.2692 -0.2680 -6.7063
C 2.0223 -1.0999 -5.6741
C 1.1088 -1.4333 -4.5007
C 1.4973 3.0237 -2.8689
C 0.6442 4.0197 -2.4458
H -1.5199 4.3631 0.8953
H -1.7026 6.1004 0.5478
H -0.1656 5.4879 1.2055
H 0.5907 3.2891 0.8590
H 2.1298 1.5550 0.0940
H 2.9373 0.9896 -3.3876
H 1.1869 -0.9649 0.5285
H -0.5543 -1.0596 1.9908
H -3.5605 -0.6764 3.7676
H -0.8852 -2.1722 3.5738
H -3.9646 -1.6503 5.6526
H -4.0717 -2.2202 8.0388
H -2.0436 -3.0246 9.1989
H 0.0626 -3.2463 7.9950
H 1.4788 -4.1254 6.3597
H 2.3459 -3.0843 5.2044
H 1.8974 -2.4447 6.8039
H -2.8107 -0.2275 -0.8097
H -1.9802 0.0253 -3.0839
H -0.5827 1.4406 -4.3427
H -1.0500 -0.0365 -5.2322
H 1.4931 1.5961 -5.6661
H 0.0849 1.5445 -6.7322
H 1.9361 0.0301 -7.5170
H 0.4626 -0.8662 -7.1373
H 2.8883 -0.5511 -5.3013
H 2.3822 -2.0284 -6.1185
H 1.6667 -1.9918 -3.7516
H 0.2694 -2.0556 -4.8557
H 1.7670 2.9580 -3.9120
H 0.2336 4.7308 -3.1451



(3)
56
Properties=species:S:1:pos:R:3 method="wB97M-V/def2-TZVPD" de_lowest_kcal_mol=22.4 lumo_energy_ev=0.5 smiles="COc1ccc([C@@H]2OC(=O)C[C@H]2C(=O)N[C@H]2CCC[C@H](C)[C@H]2C)cc1OC" total_energy_ev=-33976.117
C -4.8582 -3.6389 -0.0283
O -3.6017 -3.2349 0.4708
C -3.2555 -1.9215 0.5470
C -2.1060 -1.6807 1.2959
C -1.6016 -0.4084 1.4719
C -2.2425 0.6674 0.8796
C -1.6682 2.0506 0.9974
O -2.6740 3.0524 0.9048
C -2.2629 4.1073 0.1840
O -2.9524 5.0636 -0.0130
C -0.8498 3.8664 -0.3155
C -0.6656 2.3657 -0.1467
C 0.7451 1.9668 0.2792
O 1.4643 2.7087 0.9144
N 1.0849 0.7151 -0.0747
C 2.3592 0.1151 0.2774
C 2.1569 -1.3426 0.6798
C 3.4881 -1.9636 1.0892
C 4.5044 -1.8482 -0.0419
C 4.7157 -0.3997 -0.4958
C 5.4848 0.4116 0.5466
C 3.3811 0.2719 -0.8659
C 2.8431 -0.2454 -2.2007
C -3.3834 0.4454 0.1218
C -3.9121 -0.8271 -0.0514
O -5.0383 -1.0657 -0.7937
C -5.7601 0.0309 -1.3014
H -5.6779 -3.1548 0.5062
H -4.8975 -4.7142 0.1455
H -4.9550 -3.4384 -1.0969
H -1.6258 -2.5342 1.7472
H -0.7199 -0.2507 2.0733
H -1.1643 2.1680 1.9674
H -0.7225 4.2280 -1.3332
H -0.1491 4.3986 0.3359
H -0.9648 1.8252 -1.0497
H 0.4308 0.1383 -0.5791
H 2.7243 0.6856 1.1378
H 1.4483 -1.3954 1.5086
H 1.7298 -1.9011 -0.1558
H 3.8643 -1.4602 1.9807
H 3.3402 -3.0155 1.3420
H 4.1604 -2.4439 -0.8897
H 5.4606 -2.2640 0.2815
H 5.3325 -0.4234 -1.4024
H 5.6653 1.4195 0.1806
H 4.9400 0.4868 1.4825
H 6.4464 -0.0553 0.7485
H 3.5636 1.3461 -0.9832
H 3.5937 -0.1108 -2.9763
H 1.9554 0.3097 -2.4954
H 2.5920 -1.3013 -2.1542
H -3.8688 1.2986 -0.3227
H -6.6403 -0.3993 -1.7772
H -6.0744 0.7114 -0.5046
H -5.1826 0.5846 -2.0484



(4)
13
Properties=species:S:1:pos:R:3 method="wB97M-V/def2-TZVPD" de_lowest_kcal_mol=53.9 lumo_energy_ev=0.4 total_energy_ev=-18964.707
N -1.2409 -0.4816 -1.1387
N -1.5958 0.2203 -0.0238
C -0.7163 0.8165 0.6865
C 0.7382 1.0193 0.2247
S 1.1839 2.5436 -0.1792
N 1.3968 -0.1329 0.1721
N 0.9456 -1.4109 0.5822
H -0.6068 -0.0180 -1.7716
H -2.0874 -0.8300 -1.5479
H -1.0944 1.4246 1.5062
H 2.4093 -0.1172 0.0453
H 0.1780 -1.6310 -0.0909
H 0.4899 -1.4028 1.5351



(5)
90
Properties=species:S:1:pos:R:3 method="wB97M-V/def2-TZVPD" de_lowest_kcal_mol=4.4 lumo_energy_ev="1.1 / 0.6" charge=-1 spin_multiplicity=4 total_energy_ev=-115987.928 s_squared=3.766
Mo 1.1383 1.9059 1.4496
O 6.6799 -0.7805 0.4027
C 5.6148 -0.2532 0.5573
C 5.3728 1.1800 1.0645
O 6.2231 1.9953 1.3279
C 3.9150 1.2911 1.1057
C 3.2931 0.1427 0.6751
O 1.9909 0.1375 0.6567
C 4.2436 -0.8787 0.2566
O 4.0461 -1.9634 -0.2433
O 3.1502 2.2926 1.4291
F -2.0902 -0.3685 6.8839
C -2.1738 -0.8057 5.6297
F -3.4289 -0.6239 5.2015
F -1.9113 -2.1113 5.6122
S -1.0450 0.1356 4.5142
O -1.3447 -0.3557 3.1947
O -1.2805 1.5133 4.8157
N 0.3237 -0.4171 5.1126
S 1.6655 -0.2971 4.3337
O 1.6597 0.7052 3.2756
O 2.7871 -0.2894 5.2104
C 1.8350 -1.9006 3.4300
F 1.6795 -2.9091 4.2881
F 3.0452 -1.9795 2.8874
F 0.9209 -2.0262 2.4671
O 1.2658 3.4443 2.7911
C 0.7186 4.5540 2.7492
C 0.1531 5.1556 1.5861
C -0.4529 6.4098 1.7249
C -0.9503 7.0521 0.6243
C -0.8458 6.4816 -0.6565
C -0.2458 5.2681 -0.8145
C 0.2667 4.5430 0.2989
O 0.8178 3.4069 0.0827
N -1.5870 8.3521 0.7779
O -1.6639 8.8255 1.8972
O -2.0378 8.8848 -0.2213
H 0.7115 5.1295 3.6801
H -0.5307 6.8736 2.6992
H -1.2473 7.0218 -1.5015
H -0.1547 4.8082 -1.7890
C -2.7923 1.1781 0.9459
C -1.3368 1.5035 1.0485
O -0.9379 2.4057 1.8849
N -0.3702 0.9471 0.3740
Te -0.6331 -1.2467 -0.2053
C 0.0799 -3.2129 -0.8556
C -0.5018 -4.3087 -0.2059
C -1.4786 -4.1717 0.9374
C -0.1709 -5.5895 -0.6405
C 0.7406 -5.8009 -1.6655
C 1.1154 -7.1949 -2.0895
C 1.3422 -4.6955 -2.2509
C 1.0399 -3.3975 -1.8530
C 1.7670 -2.2452 -2.4858
C -1.2197 -0.6582 -2.1544
C -2.4038 -1.2183 -2.6552
C -3.2061 -2.2402 -1.8932
C -2.8613 -0.8203 -3.9075
C -2.1776 0.1137 -4.6706
C -2.6836 0.5383 -6.0225
C -1.0029 0.6421 -4.1573
C -0.5004 0.2766 -2.9114
C 0.8027 0.8919 -2.4823
H -3.3726 2.0068 1.3482
H -2.9903 0.2909 1.5498
H -3.0772 0.9810 -0.0885
H -1.1326 -3.4702 1.6966
H -1.6199 -5.1378 1.4209
H -2.4558 -3.8229 0.5936
H -0.6282 -6.4429 -0.1498
H 0.3023 -7.8966 -1.9026
H 1.9892 -7.5445 -1.5352
H 1.3635 -7.2307 -3.1505
H 2.0862 -4.8432 -3.0270
H 2.6293 -2.6014 -3.0478
H 2.1334 -1.5620 -1.7180
H 1.1160 -1.6933 -3.1666
H -3.4884 -1.8697 -0.9045
H -2.6376 -3.1610 -1.7472
H -4.1182 -2.4868 -2.4356
H -3.7785 -1.2541 -4.2912
H -3.6111 0.0255 -6.2752
H -1.9512 0.3167 -6.8008
H -2.8727 1.6129 -6.0491
H -0.4398 1.3578 -4.7486
H 1.4559 1.0106 -3.3487
H 1.3229 0.2946 -1.7361
H 0.6378 1.8729 -2.0377



(6)
141
Properties=species:S:1:pos:R:3 method="wB97M-V/def2-TZVPD" lumo_energy_ev="3.9 / 3.9" charge=-2 spin_multiplicity=4 total_energy_ev=-158629.532 s_squared=3.774
V -0.2888 0.5359 0.4805
C -6.0372 -2.2258 3.6840
C -4.9740 -1.6083 2.8230
C -5.2292 -1.3404 1.4788
C -4.2972 -0.7129 0.6941
C -3.0476 -0.2746 1.2055
N -2.1864 0.4176 0.4321
C -2.7506 1.1244 -0.6095
C -3.8550 1.9500 -0.3333
C -4.5815 2.5503 -1.3319
C -4.2109 2.3767 -2.6568
C -5.0151 2.9431 -3.7888
C -3.0553 1.6663 -2.9324
C -2.3132 1.0406 -1.9398
C -1.0478 0.2541 -2.2994
O -0.5148 -0.5341 -1.3624
C 0.0410 1.2821 -2.7628
F 0.8877 0.7683 -3.6921
F -0.3847 2.4253 -3.3123
F 0.8240 1.6192 -1.7269
C -1.3517 -0.6184 -3.5663
F -0.3997 -1.5201 -3.8235
F -2.4963 -1.3084 -3.4328
F -1.4775 0.0523 -4.7396
C -2.7755 -0.6230 2.5530
C -3.7327 -1.2549 3.3309
C -1.4410 -0.1425 3.1047
O -0.3907 -0.3692 2.2999
C -1.0633 -0.7789 4.4793
F 0.2222 -0.5370 4.7751
F -1.7522 -0.3474 5.5609
F -1.1998 -2.1122 4.5103
C -1.7103 1.3644 3.4727
F -2.8136 1.4745 4.2570
F -1.9576 2.1542 2.4322
F -0.7291 1.9385 4.1952
H -6.8917 -1.5516 3.7619
H -6.3904 -3.1658 3.2577
H -5.6596 -2.4170 4.6849
H -6.1801 -1.6296 1.0503
H -4.5075 -0.5282 -0.3488
H -4.1356 2.0808 0.7026
H -5.4371 3.1666 -1.0883
H -5.9729 3.3184 -3.4358
H -4.4650 3.7593 -4.2520
H -5.1956 2.1788 -4.5455
H -2.7476 1.6212 -3.9649
H -3.5343 -1.4628 4.3735
N 2.6148 8.6534 -2.2262
C 1.7295 7.6626 -1.7819
C 1.1777 7.7360 -0.5023
C 0.2323 6.8126 -0.0981
C -0.1581 5.8076 -0.9590
C 0.3779 5.7207 -2.2274
C 1.3227 6.6443 -2.6407
S -1.4553 4.6418 -0.4908
O -2.2167 4.4618 -1.7065
O -2.1846 5.2399 0.6066
N -0.7663 3.2290 -0.1089
C 0.0669 3.2430 0.9130
N 0.4424 2.0085 1.3748
C 1.3294 1.9719 2.3728
C 1.8511 3.1216 2.9464
C 1.3923 4.3227 2.4305
N 0.5250 4.3912 1.4263
H 3.1337 9.1009 -1.4855
H 3.2054 8.3557 -2.9880
H 1.5007 8.5297 0.1599
H -0.2224 6.8350 0.8778
H 0.0282 4.9350 -2.8767
H 1.7469 6.5838 -3.6343
H 1.5394 0.9868 2.7739
H 2.5494 3.0726 3.7691
H 1.7240 5.2784 2.8206
C -1.9286 -6.0856 0.5821
C -2.0547 -4.6111 0.9315
C -3.2541 -4.0305 0.1936
C -2.2950 -4.4605 2.4259
Sb -0.2925 -3.1904 0.4033
C 1.3694 -4.0409 1.7702
C 1.2286 -3.3221 3.1018
C 2.6841 -3.6088 1.1376
C 1.3555 -5.5414 2.0163
C 0.3832 -4.1760 -1.5662
C -0.8436 -4.1708 -2.4676
C 0.9605 -5.5842 -1.5250
C 1.4275 -3.2286 -2.1403
H -2.8269 -6.6185 0.9101
H -1.0717 -6.5409 1.0675
H -1.8391 -6.2249 -0.4910
H -4.1762 -4.5164 0.5267
H -3.1666 -4.1702 -0.8814
H -3.3444 -2.9658 0.3963
H -3.2525 -4.9083 2.7057
H -2.3270 -3.4091 2.6969
H -1.5141 -4.9456 3.0067
H 1.1616 -2.2465 2.9495
H 2.0914 -3.5308 3.7426
H 0.3354 -3.6515 3.6227
H 2.5931 -2.5810 0.7870
H 2.9564 -4.2418 0.2969
H 3.4984 -3.6550 1.8671
H 0.4445 -5.8287 2.5343
H 2.2016 -5.8270 2.6496
H 1.4223 -6.1026 1.0898
H -1.5047 -5.0068 -2.2427
H -0.5472 -4.2431 -3.5164
H -1.3967 -3.2455 -2.3410
H 0.2702 -6.2897 -1.0725
H 1.8975 -5.6111 -0.9764
H 1.1686 -5.9209 -2.5453
H 1.1048 -2.1968 -2.0367
H 1.5756 -3.4278 -3.2033
H 2.3867 -3.3384 -1.6413
C 3.8693 -0.0119 1.6442
P 2.9071 0.4039 0.0997
C 3.8126 1.9675 -0.2908
C 5.2070 1.9708 -0.4197
C 5.8862 3.1337 -0.7150
C 5.1929 4.3232 -0.8961
C 3.8088 4.3311 -0.7848
C 3.1283 3.1652 -0.4875
C 3.8322 -0.6006 -1.1381
C 4.6756 -1.6690 -0.8400
C 5.2942 -2.3813 -1.8507
C 5.0701 -2.0599 -3.1783
C 4.2368 -0.9942 -3.4891
C 3.6359 -0.2713 -2.4804
H 4.9162 -0.2275 1.4348
H 3.4025 -0.8654 2.1332
H 3.8108 0.8469 2.3107
H 5.7650 1.0521 -0.2974
H 6.9651 3.1247 -0.8145
H 5.7297 5.2337 -1.1331
H 3.2501 5.2451 -0.9325
H 2.0525 3.1935 -0.4072
H 4.8529 -1.9633 0.1833
H 5.9569 -3.1997 -1.5992
H 5.5432 -2.6359 -3.9617
H 4.0555 -0.7324 -4.5226
H 3.0047 0.5672 -2.7303



(7)
30
Properties=species:S:1:pos:R:3 method="wB97M-V/def2-TZVPD" de_lowest_kcal_mol=79.4 lumo_energy_ev=-0.3 smiles=O.O.O.O.O.O.O.O.O.O total_energy_ev=-20799.170
O 1.2978 2.3892 -1.5967
H 0.8124 1.8578 -2.2350
H 1.0847 3.2982 -1.7837
O -1.7338 1.6354 -1.2048
H -2.1758 1.3278 -0.4002
H -2.2322 1.2168 -1.9353
O 2.3927 -1.1753 -1.2668
H 1.5458 -0.9601 -0.9285
H 2.7156 -2.0063 -0.8673
O 2.9177 1.2558 0.6111
H 2.1583 1.2330 0.0531
H 2.5858 1.0108 1.4764
O -2.9016 -0.7557 3.3152
H -3.5979 -0.9486 2.6844
H -2.1366 -0.8384 2.7633
O -1.7522 -1.5097 1.1157
H -2.5479 -1.5182 0.5842
H -1.1263 -2.0994 0.7781
O 0.4207 2.6759 1.6346
H 0.5369 2.0702 0.9187
H 1.0187 3.3376 1.3942
O 0.5212 -2.7352 0.0367
H 1.0953 -2.3933 0.7828
H 0.7138 -3.6553 -0.0475
O 0.1361 0.3996 0.1646
H -0.5504 -0.2270 0.3584
H -0.2480 0.9330 -0.5127
O -0.6075 -1.4351 -2.1094
H -0.2349 -0.6433 -2.4327
H -0.1084 -1.7404 -1.3510



(8)
19
Properties=species:S:1:pos:R:3 method="wB97M-V/def2-TZVPD" de_lowest_kcal_mol=33.1 lumo_energy_ev="0.8 / -1.7" spin_multiplicity=4 total_energy_ev=-15561.063 s_squared=3.762
O 3.3361 -3.7703 -0.6384
O 2.7194 -4.8503 -0.7511
H 2.1376 -2.0046 -0.2383
O 1.2539 -1.6864 0.0951
C 0.7767 -0.6703 -0.5817
C -0.5964 -0.2733 -0.3084
C -0.6647 1.1478 0.2208
C -1.2279 1.3963 1.6192
O 0.2078 1.3697 1.3376
C -0.8150 2.2226 -0.7842
O -1.1338 -1.1387 0.7282
H 1.4179 -0.0956 -1.2359
H -1.1977 -0.3130 -1.2372
H -1.6092 2.4092 1.7976
H -1.6096 0.5418 2.1889
H -1.6999 2.0307 -1.4200
H -0.9675 3.1835 -0.2856
H 0.0706 2.2728 -1.4316
H -0.3984 -1.7719 0.9248